Record 1
101
Properties=species:S:1:pos:R:3:mulliken_spin:R:1 method="wB97M-V/def2-TZVPD" energy_ev=-225663.0988 total_charge=0 multiplicity=2 homo_ev="-8.1 / -8.1" mol_weight_g_mol=1050.2
Mg 1.451 1.774 -0.563 0.02
Cu 2.005 -1.825 -1.348 0.00
S -0.371 0.078 -0.191 0.01
O -0.160 1.007 -1.288 0.00
O 0.568 0.666 0.707 0.00
O -1.734 0.026 0.385 0.00
O 0.214 -1.175 -0.669 0.01
C 3.709 0.888 -2.410 0.00
O 2.688 0.465 -1.536 0.00
H 3.375 0.761 -3.440 0.00
H 3.918 1.951 -2.293 0.00
H 4.663 0.402 -2.205 0.00
C 1.005 5.100 -0.629 -0.02
O 1.050 3.691 -0.755 0.88
H 1.540 5.294 0.300 0.10
H 1.512 5.661 -1.414 0.01
H 0.064 5.629 -0.475 0.03
C 0.378 2.234 4.036 0.00
C -0.552 1.048 3.926 0.00
C 0.123 -0.247 3.528 0.00
O -0.148 -1.123 4.550 0.00
C -0.959 -0.543 5.462 0.00
O -1.377 -1.115 6.457 0.00
O -1.106 0.722 5.174 0.00
H -0.136 3.147 4.338 0.00
H 0.957 2.305 3.115 0.00
H 1.173 2.144 4.777 0.00
H -1.335 1.222 3.187 0.00
H 1.117 -0.183 3.085 0.00
H -0.407 -0.597 2.642 0.00
C 3.509 -0.256 4.649 0.00
C 4.273 0.642 3.623 0.00
C 5.027 -0.093 2.520 0.00
O 4.382 0.393 1.358 0.00
C 3.501 1.350 1.669 0.00
O 2.921 2.028 0.854 -0.01
O 3.356 1.530 2.945 0.00
H 2.818 -0.997 4.249 0.00
H 3.109 0.445 5.381 0.00
H 4.288 -0.796 5.187 0.00
H 5.029 1.199 4.177 0.00
H 4.893 -1.154 2.730 0.00
H 6.098 0.072 2.407 0.00
C -0.929 -0.877 -7.305 0.00
C -1.336 -0.582 -5.857 0.01
C -2.204 -1.664 -5.193 0.01
O -1.382 -2.136 -4.136 0.00
C -0.291 -1.490 -4.046 0.00
O 0.561 -1.737 -3.255 0.00
O -0.228 -0.452 -4.999 0.00
H -0.446 -0.004 -7.746 0.00
H -1.798 -1.137 -7.908 0.00
H -0.183 -1.672 -7.337 0.00
H -1.774 0.416 -5.850 0.00
H -2.306 -2.475 -5.914 0.00
H -3.203 -1.323 -4.924 -0.01
C -0.188 -5.712 2.630 0.00
C 0.755 -4.576 3.146 0.00
C 2.272 -4.904 3.187 0.00
O 2.899 -3.828 2.544 0.00
C 1.893 -3.067 1.946 0.00
O 2.118 -2.120 1.146 0.00
O 0.723 -3.660 2.042 0.00
H -1.158 -5.290 2.367 0.00
H -0.202 -6.565 3.308 0.00
H 0.185 -6.123 1.692 0.00
H 0.489 -4.099 4.090 0.00
H 2.524 -5.781 2.591 0.00
H 2.585 -5.099 4.212 0.00
Cl -4.288 4.223 -0.238 0.00
C -2.561 3.920 0.038 0.01
C -2.353 2.977 1.249 0.00
Cl -2.592 3.805 2.821 0.00
H -2.139 4.888 0.312 0.00
H -2.042 3.733 -0.902 0.00
H -1.312 2.658 1.195 0.00
H -2.832 1.998 1.236 0.00
Cl -2.961 -4.153 -1.551 0.00
C -2.311 -3.206 -0.174 0.00
C -3.403 -2.970 0.964 0.00
Cl -2.619 -2.445 2.513 0.00
H -1.911 -2.256 -0.529 0.00
H -1.408 -3.676 0.215 0.00
H -4.041 -3.853 1.013 0.00
H -4.124 -2.205 0.675 0.00
Cl -5.829 -0.567 -1.160 0.00
C -4.519 0.623 -1.128 -0.01
C -3.463 0.399 -2.220 0.00
Cl -4.110 0.857 -3.864 0.00
H -4.085 0.626 -0.128 0.00
H -4.928 1.633 -1.108 0.00
H -3.011 -0.593 -2.227 -0.01
H -2.645 1.119 -2.234 -0.01
Cl 1.184 4.073 -5.475 0.00
C 0.741 2.869 -4.262 0.01
C -0.707 3.179 -3.816 0.01
Cl -1.874 3.123 -5.153 -0.02
H 1.432 2.941 -3.422 0.00
H 0.742 1.935 -4.824 0.00
H -0.797 4.140 -3.309 0.00
H -1.039 2.390 -3.141 -0.01

Record 2
15
Properties=species:S:1:pos:R:3:nbo_charge:R:1 method="wB97M-V/def2-TZVPD" energy_ev=-7266.1754 smiles="C=NCC(C)=[NH2+]" total_charge=+1 homo_ev=-14.1 mol_weight_g_mol=85.1
C -1.391 1.591 -1.794 0.02
N -0.419 1.014 -1.201 -0.48
C -0.631 0.343 0.109 -0.36
C 0.584 -0.513 0.431 0.50
C 0.676 -1.171 1.705 -0.73
N 1.465 -0.477 -0.483 -0.60
H -1.121 2.338 -2.615 0.21
H -2.406 1.439 -1.514 0.17
H -1.517 -0.430 -0.007 0.25
H -0.913 1.189 0.838 0.28
H 1.498 -0.802 2.321 0.29
H 0.714 -2.254 1.627 0.29
H -0.229 -0.983 2.256 0.27
H 1.412 -0.215 -1.449 0.47
H 2.277 -1.068 -0.224 0.42

Record 3
32
Properties=species:S:1:pos:R:3:mulliken_spin:R:1 method="wB97M-V/def2-TZVPD" energy_ev=-61727.7689 total_charge=+2 multiplicity=8 homo_ev="-16.9 / -16.9" mol_weight_g_mol=415.6
C 2.796 -1.450 1.267 -0.01
C 2.780 -0.902 -0.166 0.06
C 1.513 -0.093 -0.466 -0.70
C 1.776 1.400 -0.372 -0.06
C 0.515 2.248 -0.397 -0.02
S -0.704 1.799 0.787 -0.07
O -0.293 0.650 1.525 0.19
O -0.989 2.916 1.590 0.08
N -2.031 1.473 -0.128 0.67
S -1.903 0.280 -1.326 -0.06
O -0.610 0.267 -2.046 0.06
O -2.999 0.440 -2.183 0.00
C -2.091 -1.382 -0.481 0.03
O -2.071 -1.383 0.868 0.05
C -3.265 -0.885 1.496 0.00
H 2.020 -1.021 1.888 0.00
H 3.752 -1.225 1.720 0.00
H 2.723 -2.528 1.271 0.00
H 2.841 -1.752 -0.856 -0.01
H 3.639 -0.264 -0.341 0.01
H 0.649 -0.410 0.086 -0.04
H 1.244 -0.290 -1.517 0.03
H 2.332 1.752 -1.247 0.02
H 2.425 1.596 0.472 -0.02
H 0.004 2.194 -1.350 0.02
H 0.770 3.288 -0.240 0.00
H -1.321 -2.031 -0.882 0.00
H -3.053 -1.723 -0.863 0.01
H -3.790 -1.696 1.984 0.01
H -2.978 -0.144 2.232 0.01
H -3.940 -0.414 0.788 0.00
Gd 1.329 -0.476 -3.429 6.74

Record 4
40
Properties=species:S:1:pos:R:3:nbo_charge:R:1 method="wB97M-V/def2-TZVPD" energy_ev=-66437.0452 total_charge=+1 homo_ev=-11.7 mol_weight_g_mol=395.2
O 2.914 -1.158 2.738 -1.03
P 2.154 -0.855 1.533 2.13
O 2.653 -1.572 0.206 -0.98
O 0.604 -1.226 1.519 -0.99
P 2.519 1.280 1.017 -0.02
P 0.680 2.368 1.324 0.72
C -0.293 2.477 -0.179 -0.74
C -0.898 1.101 -0.564 -0.56
S -2.688 1.143 -0.872 0.39
C -3.191 0.455 0.643 0.26
N -3.582 -0.743 0.903 -0.28
N -3.871 -0.790 2.261 -0.27
C -3.627 0.383 2.714 0.29
O -3.188 1.237 1.771 -0.43
H 1.954 -1.690 -0.456 0.53
H 0.113 -0.880 2.278 0.52
H 3.213 1.680 2.170 0.08
H 1.076 3.656 1.688 0.08
H -0.158 1.952 2.364 0.03
H -1.097 3.185 0.041 0.29
H 0.354 2.859 -0.972 0.28
H -0.398 0.680 -1.436 0.25
H -0.770 0.383 0.247 0.23
H -3.734 0.753 3.724 0.22
C 5.853 0.712 -0.679 0.78
O 5.029 1.612 -0.797 -0.70
N 7.163 0.862 -1.009 -0.83
N 5.477 -0.507 -0.188 -0.85
H 7.843 0.132 -0.914 0.40
H 7.448 1.753 -1.370 0.41
H 4.504 -0.564 0.032 0.39
H 6.087 -1.287 -0.034 0.40
C -4.767 -1.981 -2.462 0.78
O -4.168 -0.913 -2.453 -0.70
N -4.911 -2.730 -1.332 -0.85
N -5.326 -2.491 -3.597 -0.84
H -5.400 -3.604 -1.310 0.39
H -4.513 -2.359 -0.486 0.42
H -5.235 -1.952 -4.437 0.41
H -5.822 -3.361 -3.626 0.39